This record from the Open Molecules 2025 dataset describes C30H40BN14PS2Ti as an isolated structure at a distorted geometry. The level of theory is wB97M-V/def2-TZVPD.

Last column: Löwdin charge in e.
Atoms and positions in Å:
Ti: 0.058 0.307 -0.081  0.88
C: -2.019 0.946 -3.509  -0.09
C: -0.796 1.248 -3.047  -0.18
N: -0.457 1.450 -1.729  -0.10
N: -1.739 -0.731 -1.001  0.19
C: -2.549 0.418 -1.161  -0.34
B: -2.227 -2.042 -0.444  -0.63
N: -3.291 -1.772 0.633  -0.07
C: -4.544 -2.254 0.741  -0.10
C: -5.138 -1.648 1.828  -0.07
C: -4.140 -0.797 2.329  -0.16
N: -3.031 -0.876 1.607  0.07
N: -0.952 -2.622 0.247  -0.03
C: -0.728 -3.860 0.697  -0.07
C: 0.403 -3.846 1.495  -0.04
C: 0.810 -2.513 1.489  -0.14
N: -0.013 -1.777 0.740  -0.04
H: -2.220 0.885 -4.569  0.11
H: 0.030 1.354 -3.743  0.10
H: -3.349 0.443 -0.414  0.15
H: -2.667 -2.832 -1.253  0.12
H: -4.919 -2.984 0.042  0.11
H: -6.134 -1.799 2.205  0.09
H: -4.187 -0.133 3.179  0.09
H: -1.389 -4.667 0.426  0.13
H: 0.863 -4.676 2.001  0.10
H: 1.657 -2.049 1.968  0.11
C: -1.837 1.842 3.512  -0.10
N: -0.389 1.824 3.539  -0.26
C: 0.122 2.456 4.734  -0.11
C: 0.161 0.489 3.321  -0.17
C: 1.565 0.547 2.751  -0.28
C: 2.647 0.593 3.625  -0.07
C: 3.942 0.783 3.153  -0.09
C: 4.150 0.916 1.789  -0.10
C: 3.067 0.813 0.918  -0.17
C: 1.752 0.619 1.354  -0.22
H: -2.184 2.875 3.576  0.08
H: -2.290 1.275 4.345  0.09
H: -2.194 1.413 2.574  0.06
H: -0.162 1.914 5.654  0.09
H: -0.274 3.471 4.804  0.08
H: 1.210 2.516 4.702  0.07
H: -0.505 -0.030 2.623  0.08
H: 0.147 -0.099 4.257  0.13
H: 2.479 0.485 4.692  0.11
H: 4.775 0.830 3.843  0.10
H: 5.150 1.080 1.405  0.10
H: 3.270 0.907 -0.147  0.06
N: 1.733 3.771 1.907  0.13
C: 0.465 3.932 1.434  -0.69
N: -0.142 3.107 0.638  0.09
C: -1.372 3.610 0.260  -0.33
C: -1.712 4.808 0.791  -0.36
S: -0.434 5.380 1.797  1.03
C: -2.162 2.773 -0.645  -0.24
C: -3.326 3.094 -1.215  -0.33
S: -4.260 2.141 -2.341  1.00
C: -3.147 0.677 -2.568  -0.70
N: -1.592 1.489 -0.863  -0.18
N: -4.016 -0.360 -3.070  0.05
H: 2.071 2.818 1.849  0.05
H: 1.946 4.233 2.775  0.09
H: -2.617 5.376 0.662  0.07
H: -3.788 4.046 -0.989  0.07
H: -4.690 -0.645 -2.367  0.08
H: -3.470 -1.169 -3.342  0.08
C: 2.457 -1.650 -4.664  -0.19
N: 3.408 -0.844 -3.899  -0.15
C: 4.313 -1.745 -3.185  -0.19
N: 3.632 -2.715 -2.331  -0.15
C: 2.684 -3.467 -3.152  -0.19
N: 1.723 -2.628 -3.864  -0.15
C: 0.807 -1.970 -2.935  -0.29
P: 1.683 -0.844 -1.747  1.02
C: 2.732 0.065 -2.975  -0.29
C: 2.968 -2.068 -1.202  -0.29
H: 3.017 -2.191 -5.431  0.13
H: 1.744 -0.987 -5.157  0.13
H: 5.001 -1.153 -2.578  0.13
H: 4.891 -2.299 -3.927  0.13
H: 2.142 -4.170 -2.517  0.13
H: 3.254 -4.032 -3.892  0.13
H: 0.273 -2.722 -2.347  0.09
H: 0.058 -1.397 -3.487  0.08
H: 3.482 0.645 -2.432  0.09
H: 2.119 0.777 -3.531  0.08
H: 2.485 -2.823 -0.577  0.08
H: 3.708 -1.554 -0.583  0.09

Values from the calculation:
Multiplicity = 3
Energy relative to the best compared isomer or geometry (same formula, charge and spin) = 262.7 kJ/mol
E = -3945.83339 Ha